40
Properties=species:S:1:pos:R:3 method="wB97M-V/def2-TZVPD" relative_energy_ev=0.015 homo_lumo_gap_ev=9.656 smiles="NCCCC[C@H](NC(=O)[C@@H](N)CCC(=O)O)C(=O)O" max_force_ev_per_a=2.1 energy_ev=-26456.7828 total_charge=0
C 2.750 -0.022 1.132
C 2.078 0.902 0.123
C 3.332 -1.289 0.519
C 2.309 -2.303 -0.078
C 1.583 -1.794 -1.322
C -0.086 1.878 -0.448
C 0.248 3.382 -0.592
C -1.542 1.748 -0.081
C -2.033 0.285 -0.103
C -3.483 0.151 0.361
C -4.036 -1.269 0.485
H 1.697 0.480 2.816
H 2.471 -0.950 2.933
H 3.662 0.564 1.330
H 3.851 -1.827 1.343
H 4.097 -0.984 -0.204
H 1.602 -2.560 0.715
H 2.935 -3.112 -0.489
H 1.786 -1.358 -3.135
H 0.463 0.792 1.325
H -0.007 1.392 -1.461
H -1.702 2.216 0.888
H -2.058 2.338 -0.818
H -1.777 -0.168 -1.066
H -1.401 -0.314 0.630
H -4.134 0.715 -0.363
H -3.550 0.709 1.305
H -5.121 -1.119 0.747
H -3.498 -1.824 1.260
H -3.039 -2.014 -1.175
H -4.484 -2.673 -0.968
H 1.926 2.875 -1.266
N 1.946 -0.368 2.310
N 0.842 1.230 0.488
N -3.980 -1.800 -0.857
O 2.659 1.361 -0.885
O 0.413 -1.509 -1.408
O 2.361 -1.694 -2.435
O -0.573 4.275 -0.615
O 1.491 3.659 -0.942